{
  "formula": "C37H65As2FeN7O4P2SSe",
  "method": "the ωB97M-V functional and the def2-TZVPD basis",
  "species": ["Fe", "C", "As", "C", "C", "C", "C", "C", "C", "C", "As", "C", "C", "H", "H", "H", "H", "H", "H", "H", "H", "H", "H", "H", "H", "H", "H", "H", "H", "C", "N", "C", "C", "N", "C", "S", "C", "C", "C", "C", "C", "N", "H", "H", "H", "H", "H", "H", "H", "H", "H", "C", "C", "C", "C", "P", "N", "C", "C", "C", "C", "C", "C", "C", "C", "H", "H", "H", "H", "H", "H", "H", "H", "H", "H", "H", "H", "H", "H", "H", "H", "H", "H", "H", "H", "H", "H", "H", "H", "H", "H", "H", "O", "Se", "O", "O", "O", "C", "N", "C", "N", "C", "N", "C", "P", "C", "C", "H", "H", "H", "H", "H", "H", "H", "H", "H", "H", "H", "H", "H"],
  "positions_angstrom": [[-0.29669, -0.27119, 0.29933], [-1.60837, -0.47694, 3.82841], [0.05612, -1.02039, 2.93215], [0.04698, -2.95749, 3.09015], [1.28771, -0.63029, 4.40748], [0.88075, -1.11051, 5.65624], [1.67336, -0.95402, 6.77799], [2.89638, -0.30687, 6.66160], [3.29721, 0.17636, 5.42938], [2.50906, 0.02605, 4.28578], [3.11239, 0.79237, 2.57468], [4.97427, 0.17000, 2.63930], [3.41649, 2.61509, 3.25979], [-2.05428, -1.30816, 4.37323], [-2.31522, -0.11492, 3.08413], [-1.37923, 0.33018, 4.52173], [-0.28579, -3.25707, 4.08261], [1.06943, -3.28952, 2.91758], [-0.58936, -3.38619, 2.32155], [-0.07102, -1.61634, 5.76222], [1.33971, -1.33507, 7.73437], [3.53346, -0.17845, 7.52716], [4.24914, 0.68734, 5.36193], [5.48649, 0.47621, 3.54970], [5.51966, 0.57381, 1.78618], [4.96797, -0.91651, 2.56390], [4.04654, 2.62416, 4.14862], [2.45133, 3.06034, 3.50192], [3.88974, 3.21525, 2.48132], [-1.28461, 4.34468, 2.89156], [-1.33174, 4.24231, 1.44240], [-1.84610, 5.19812, 0.59144], [-1.69579, 4.74394, -0.65826], [-1.07176, 3.49510, -0.58306], [-0.85143, 3.19331, 0.73627], [-0.12130, 1.88342, 1.51294], [-0.65093, 2.77106, -1.73757], [-0.65472, 3.41853, -2.97351], [-0.28801, 2.69874, -4.09222], [0.07899, 1.37093, -3.94851], [0.06880, 0.83195, -2.67856], [-0.29380, 1.50994, -1.58679], [-1.95096, 5.14663, 3.19752], [-0.26969, 4.55712, 3.22470], [-1.60732, 3.40347, 3.33045], [-2.29391, 6.10549, 0.95441], [-2.01592, 5.18683, -1.57948], [-0.92529, 4.45621, -3.07772], [-0.29195, 3.17572, -5.06331], [0.35613, 0.76280, -4.79852], [0.35421, -0.19734, -2.50993], [-5.16842, -3.31361, 0.15603], [-3.71593, -2.83647, 0.25745], [-2.77176, -3.96484, -0.19103], [-3.37708, -2.57956, 1.73155], [-3.30901, -1.29354, -0.73848], [-1.94587, -0.66748, -0.24851], [-4.64614, 0.01453, -0.49697], [-4.94082, 0.12978, 1.00702], [-4.08159, 1.38393, -0.91610], [-5.96536, -0.24494, -1.23113], [-3.18267, -1.74375, -2.56152], [-3.20622, -0.45002, -3.38886], [-1.81688, -2.40588, -2.81572], [-4.29486, -2.65908, -3.08612], [-5.25262, -4.25494, 0.70529], [-5.48876, -3.50456, -0.86624], [-5.86750, -2.61394, 0.61173], [-2.85081, -4.77618, 0.53632], [-1.73061, -3.63684, -0.21800], [-3.04232, -4.37980, -1.15890], [-3.39520, -3.53658, 2.25837], [-4.07634, -1.91602, 2.23167], [-2.37779, -2.16075, 1.81955], [-4.02328, 0.25589, 1.58392], [-5.49222, -0.72438, 1.39313], [-5.56344, 1.01345, 1.16477], [-3.08396, 1.52790, -0.49903], [-4.74092, 2.15951, -0.51730], [-4.03654, 1.51742, -1.99394], [-6.40572, -1.20864, -0.97989], [-5.86158, -0.18833, -2.31304], [-6.68091, 0.52725, -0.93588], [-2.49904, 0.28609, -3.01033], [-4.19433, 0.00330, -3.43063], [-2.92052, -0.69772, -4.41417], [-1.00871, -1.87690, -2.31314], [-1.63039, -2.40017, -3.89293], [-1.77538, -3.43800, -2.48413], [-5.29114, -2.25047, -2.92092], [-4.25469, -3.65737, -2.65712], [-4.16187, -2.76814, -4.16592], [2.61272, -2.60527, -1.45993], [1.94263, -1.92038, -0.14986], [2.85636, -2.02646, 1.17374], [1.60564, -0.29625, -0.51218], [0.37381, -2.37413, 0.12103], [5.76778, -0.09822, -4.03887], [4.78549, -0.86367, -3.16576], [5.39239, -0.98853, -1.75102], [5.72345, 0.29208, -1.23707], [6.63442, 0.99000, -2.13128], [6.07501, 1.17089, -3.47112], [4.91911, 2.08273, -3.45439], [3.48749, 1.50454, -2.39845], [3.44407, -0.18722, -3.15438], [4.52797, 1.08002, -0.92130], [5.31036, 0.00850, -5.02248], [6.66634, -0.71240, -4.11025], [4.66143, -1.81158, -3.52406], [6.28450, -1.60430, -1.87297], [4.64843, -1.50440, -1.14964], [7.55694, 0.41195, -2.21575], [6.87163, 1.96703, -1.71305], [4.57626, 2.23424, -4.48111], [5.26029, 3.05451, -3.09205], [3.10585, -0.11734, -4.19072], [2.77662, -0.83401, -2.59297], [3.90871, 0.54486, -0.20042], [4.83630, 2.01642, -0.44924]],
  "forces_ev_per_a": [[0.3, -0.1, -0.4], [0.0, 0.0, 0.0], [0.0, 0.0, 0.1], [0.0, 0.0, 0.0], [-0.1, -0.1, 0.0], [0.0, 0.0, 0.0], [0.0, 0.0, 0.0], [0.0, 0.0, 0.0], [0.0, 0.0, 0.0], [0.1, 0.1, 0.0], [0.0, 0.0, 0.0], [0.0, 0.0, 0.0], [0.0, 0.0, 0.0], [0.0, 0.0, 0.0], [0.0, 0.0, 0.0], [0.0, 0.0, 0.0], [0.0, 0.0, 0.0], [0.0, 0.0, 0.0], [0.0, 0.0, 0.0], [0.0, 0.0, 0.0], [0.0, 0.0, 0.0], [0.0, 0.0, 0.0], [0.0, 0.0, 0.0], [0.0, 0.0, 0.0], [0.0, 0.0, 0.0], [0.0, 0.0, 0.0], [0.0, 0.0, 0.0], [0.0, 0.0, 0.0], [0.0, 0.0, 0.0], [0.0, 0.0, 0.0], [0.0, 0.0, 0.0], [0.0, 0.0, 0.0], [0.0, 0.0, 0.0], [0.1, 0.0, 0.0], [-0.1, 0.0, 0.0], [0.1, 0.1, 0.0], [0.0, 0.0, 0.0], [0.0, 0.0, 0.0], [0.0, 0.0, 0.0], [0.0, 0.0, 0.0], [0.0, 0.0, 0.0], [0.0, 0.0, 0.0], [0.0, 0.0, 0.0], [0.0, 0.0, 0.0], [0.0, 0.0, 0.0], [0.0, 0.0, 0.0], [0.0, 0.0, 0.0], [0.0, 0.0, 0.0], [0.0, 0.0, 0.0], [0.0, 0.0, 0.0], [0.0, 0.0, 0.0], [0.0, 0.0, 0.0], [0.0, 0.0, 0.0], [0.0, 0.0, 0.0], [0.0, 0.0, 0.0], [0.0, 0.1, 0.0], [-0.1, 0.1, 0.2], [0.0, 0.0, 0.0], [0.0, 0.0, 0.0], [0.0, 0.0, 0.0], [0.0, 0.0, 0.0], [0.0, 0.0, 0.0], [0.0, 0.0, 0.0], [0.0, 0.0, 0.0], [0.0, 0.0, 0.0], [0.0, 0.0, 0.0], [0.0, 0.0, 0.0], [0.0, 0.0, 0.0], [0.0, 0.0, 0.0], [0.0, 0.0, 0.0], [0.0, 0.0, 0.0], [0.0, 0.0, 0.0], [0.0, 0.0, 0.0], [0.0, 0.0, 0.0], [0.0, 0.0, 0.0], [0.0, 0.0, 0.0], [0.0, 0.0, 0.0], [0.0, 0.0, 0.0], [0.0, 0.0, 0.0], [0.0, 0.0, 0.0], [0.0, 0.0, 0.0], [0.0, 0.0, 0.0], [0.0, 0.0, 0.0], [0.0, 0.0, 0.0], [0.0, 0.0, 0.0], [0.0, 0.0, 0.0], [0.0, 0.0, 0.0], [0.0, 0.0, 0.0], [0.0, 0.0, 0.0], [0.0, 0.0, 0.0], [0.0, 0.0, 0.0], [0.0, 0.0, 0.0], [0.0, 0.1, -0.1], [0.0, 0.0, 0.0], [0.1, 0.0, 0.0], [-0.1, -0.1, 0.2], [-0.1, 0.0, 0.0], [0.0, 0.0, 0.0], [0.0, 0.0, 0.0], [0.0, 0.0, -0.1], [0.0, 0.0, 0.0], [0.0, 0.0, 0.0], [0.0, 0.0, 0.0], [0.0, 0.0, 0.0], [0.1, 0.1, -0.1], [0.0, 0.0, 0.1], [0.0, 0.0, 0.1], [0.0, 0.0, 0.0], [0.0, 0.0, 0.0], [0.0, 0.0, 0.0], [0.0, 0.0, 0.0], [0.0, -0.1, 0.1], [0.0, 0.0, 0.0], [0.0, 0.0, 0.0], [0.0, 0.0, 0.0], [0.0, 0.0, 0.0], [0.0, 0.0, 0.0], [-0.1, -0.1, 0.0], [0.0, 0.0, 0.0], [0.0, 0.0, 0.0]],
  "max_force_ev_per_a": 0.5,
  "e_lumo_ev": [-1.894, -2.057],
  "total_energy_ev": -308861.4590,
  "homo_ev": [-9.62, -9.71],
  "total_charge": 1,
  "e_above_lowest_kcal_mol": 0.00,
  "multiplicity": 6,
  "s2": 8.769
}